A 2-piece molecular cluster, C4H7O6S2 overall. Source: OMol25; level of theory: the ωB97M-V functional and the def2-TZVPD basis.

Structure (XYZ):
```
19
Properties=species:S:1:pos:R:3:mulliken_charge:R:1
C 1.22018 0.16251 0.76285 0.434
C -1.87829 -1.11695 0.40088 -1.022
C -1.14291 1.21116 0.10615 -1.004
C -2.10663 0.17354 -0.36996 -0.074
O 1.78591 1.93569 -1.47210 -0.583
O 0.69694 -1.53893 -1.42282 -0.601
O 2.25814 -2.30629 0.39489 -0.652
O 3.30074 1.89095 0.40015 -0.595
O 2.85563 -0.22533 -1.01961 -0.350
O 1.41592 0.25563 1.97703 -0.634
S 1.66580 -1.19293 -0.37556 1.038
S 2.23486 1.24679 -0.28749 0.914
H -1.68571 -0.95547 1.46545 0.298
H -0.99601 -1.62209 -0.06123 0.063
H -2.63201 -1.84777 0.37755 0.448
H -1.17984 1.64926 1.12653 0.287
H -0.59895 1.81779 -0.58370 0.533
H -3.10672 0.31537 0.04403 0.238
H -2.10706 0.14706 -1.46306 0.261
```

As for the gap between HOMO and LUMO (spin up / spin down): 6.55 / 9.03 eV. As for the net charge: -1. The spin multiplicity is 3. Its expectation value of S² is 2.009.

One molecule with the formula C4H7OP. Source: OMol25; level of theory: the ωB97M-V functional and the def2-TZVPD basis.

Structure (XYZ):
```
13
Properties=species:S:1:pos:R:3:mulliken_charge:R:1
C -0.07044 -2.03300 -0.64671 -0.692
C 0.26663 -0.73068 -0.39260 0.277
C -0.52640 0.00004 0.65106 -0.489
O 0.02659 1.20414 1.07658 -0.330
C 0.23204 1.95730 -0.06982 -0.510
P 1.27096 0.81123 -1.20668 -0.015
H 0.47123 -2.61296 -1.43430 0.263
H -0.68986 -2.64177 0.05366 0.261
H -1.56668 0.17909 0.15762 0.246
H -0.64213 -0.48074 1.72692 0.283
H -0.63907 2.18235 -0.68800 0.318
H 0.85527 2.86485 0.11459 0.349
H 2.39279 0.89098 -0.36313 0.040
```

As for the gap between HOMO and LUMO: 10.05 eV. The value obtained for the energy relative to the best compared isomer or geometry (same formula, charge and spin) is 54.81 kcal/mol.

A 2-piece molecular cluster, C4H8 overall. Source: OMol25; level of theory: the ωB97M-V functional and the def2-TZVPD basis.

Structure (XYZ):
```
12
Properties=species:S:1:pos:R:3:mulliken_charge:R:1
C 0.55088 1.42877 0.41619 -0.389
C 1.51675 1.65471 -0.53554 -0.466
H -0.46044 2.03259 0.44543 0.209
H 0.49905 0.49118 0.86465 0.180
H 1.58937 2.58634 -1.06358 0.251
H 2.18232 0.84743 -0.89145 0.215
C -0.55763 -1.73948 0.57736 -0.614
C -1.49798 -1.22526 -0.36204 -0.469
H 0.45482 -2.24349 0.19353 0.211
H -0.74452 -1.73488 1.64700 0.324
H -1.34079 -1.52435 -1.36163 0.252
H -2.19182 -0.57356 0.07008 0.295
```

As for the gap between HOMO and LUMO: 10.59 eV. The value obtained for the energy relative to the best compared isomer or geometry (same formula, charge and spin) is 60.87 kcal/mol.

A 2-piece molecular cluster, C4H8 overall. Source: OMol25; level of theory: the ωB97M-V functional and the def2-TZVPD basis.

Structure (XYZ):
```
12
Properties=species:S:1:pos:R:3:mulliken_charge:R:1
C 5.57695 -0.36626 0.68014 -0.460
C 5.50749 -1.05269 1.78762 -0.414
H 5.89172 0.71256 0.53625 0.179
H 5.30451 -0.65465 -0.30720 0.231
H 6.00146 -0.70894 2.64801 0.213
H 4.95739 -1.92161 1.97085 0.252
C -5.53896 0.97913 -1.80695 -0.491
C -5.50463 0.30404 -0.66512 -0.476
H -5.25511 2.01190 -1.99377 0.257
H -6.19234 0.53721 -2.51194 0.232
H -4.73894 0.65690 0.07734 0.180
H -6.00954 -0.49759 -0.41522 0.298
```

As for the gap between HOMO and LUMO: 11.47 eV. The value obtained for the energy relative to the best compared isomer or geometry (same formula, charge and spin) is 54.59 kcal/mol.

C4H8AuF6NO4S2Sb as an isolated structure. Source: OMol25; level of theory: the ωB97M-V functional and the def2-TZVPD basis.

Structure (XYZ):
```
27
Properties=species:S:1:pos:R:3:mulliken_charge:R:1
Au -0.73591 -1.18077 -1.29309 0.953
C 3.03420 1.15673 -0.47701 -1.425
C 1.72832 0.69045 -1.03033 0.628
S 1.58221 -0.84262 -1.55739 -0.175
C 0.60244 1.64272 -1.10039 0.948
C 0.84475 3.09013 -0.83246 -1.438
S -0.92252 1.15793 -1.37733 -0.206
H 3.76172 0.34982 -0.46018 0.456
H 2.87594 1.51419 0.54517 0.343
H 3.43462 1.98575 -1.06437 0.371
H 1.81280 3.43228 -1.19321 0.332
H 0.81757 3.21900 0.25611 0.340
H 0.05097 3.70432 -1.25468 0.464
F -2.22223 0.25418 0.98690 -0.606
Sb -1.03254 -0.03732 2.48892 2.408
F 0.43734 0.12366 1.25932 -0.509
F -0.94468 1.83871 2.65187 -0.553
F 0.17372 -0.31495 3.88911 -0.541
F -2.52179 -0.15268 3.61155 -0.533
F -1.10731 -1.85778 2.01772 -0.560
O -3.08615 -1.15908 -1.14574 -0.693
H -3.19849 -0.74537 -0.26884 0.421
H -3.27459 -2.10186 -1.01234 0.391
O 0.52475 -3.27660 -0.76786 -0.704
N -0.52010 -3.98185 -0.89958 1.240
O -0.53633 -5.17216 -0.72069 -0.590
O -1.57869 -3.33682 -1.25119 -0.765
```

As for the gap between HOMO and LUMO (spin up / spin down): 5.86 / 6.35 eV. The value obtained for the energy relative to the best compared isomer or geometry (same formula, charge and spin) is 0.00 kcal/mol. The spin multiplicity is 2. Its expectation value of S² is 0.764.

C4H8B2Br4CoF8 as an isolated structure. Source: OMol25; level of theory: the ωB97M-V functional and the def2-TZVPD basis.

Structure (XYZ):
```
27
Properties=species:S:1:pos:R:3:mulliken_charge:R:1
Co -0.11923 -0.28133 -1.37182 1.013
B 1.86021 -0.32978 -2.54524 0.555
F 1.33142 -1.55804 -2.15627 -0.276
F 3.06783 -0.35133 -3.20208 -0.305
F 0.82356 0.19800 -3.31620 -0.320
F 1.79010 0.39552 -1.34184 -0.298
B -2.22087 -1.11737 -1.00654 0.531
F -1.88142 -0.74954 -2.27130 -0.338
F -1.80586 -0.10948 -0.25136 -0.286
F -3.47792 -1.54495 -0.90296 -0.294
F -1.30684 -2.06304 -0.85385 -0.226
Br -0.59376 2.46069 -1.42341 -0.108
C 0.43983 3.94548 -0.54748 -0.525
C 0.46418 3.77494 0.95216 -0.671
Br 0.87589 1.97997 1.82411 -0.117
H 0.06642 4.93482 -0.81179 0.419
H 1.44283 3.90091 -0.97186 0.325
H -0.47723 4.11312 1.38516 0.367
H 1.16664 4.51415 1.33715 0.393
Br -1.29521 -3.97034 3.77984 -0.162
C -0.87541 -3.09297 2.03717 -0.532
C 0.44542 -2.39940 2.25873 -0.605
Br 1.24702 -1.50021 0.67369 -0.037
H -1.73911 -2.46744 1.81171 0.299
H -0.72160 -3.82866 1.24775 0.399
H 1.19005 -3.13328 2.56706 0.391
H 0.30305 -1.72045 3.09947 0.408
```

As for the gap between HOMO and LUMO (spin up / spin down): 10.43 / 9.67 eV. The spin multiplicity is 4. Its expectation value of S² is 3.754.

C4H8B4Cl4F18Hg2O2PSn as an isolated structure. Source: OMol25; level of theory: the ωB97M-V functional and the def2-TZVPD basis.

Structure (XYZ):
```
44
Properties=species:S:1:pos:R:3:mulliken_charge:R:1
Hg 3.80348 -0.99642 -0.00793 1.535
Hg -0.72836 -3.39237 -2.52783 1.721
Sn -1.86010 -3.89713 1.28765 1.480
B 2.88788 -2.72692 -2.22191 0.549
F 3.18809 -1.37709 -2.34107 -0.404
F 3.81533 -3.55947 -2.74771 -0.289
F 2.83795 -3.14736 -0.89207 -0.468
F 1.63398 -3.02416 -2.75935 -0.273
B -3.21124 -2.75945 -1.46748 -0.070
F -2.03174 -3.17711 -0.85897 0.565
F -2.95142 -2.90195 -2.83620 -0.398
F -4.08001 -3.72937 -1.08263 -0.318
F -3.64079 -1.56497 -1.02452 -0.226
B 4.40990 1.16952 1.26791 0.663
F 5.59187 0.43928 1.25148 -0.309
F 4.51822 2.21531 2.14517 -0.320
F 4.16278 1.54464 -0.02980 -0.325
F 3.33032 0.38153 1.70792 -0.342
B -0.16824 -5.31017 -0.43971 0.293
F -1.11965 -5.68067 -1.40124 -0.369
F 0.17203 -3.97752 -0.47526 -0.075
F -0.75727 -5.59860 0.78048 -0.311
F 0.84705 -6.19145 -0.60124 -0.297
O 1.64253 -0.47253 -0.11906 -0.313
P 0.20101 -0.71980 -0.46938 0.179
O -0.17849 -1.54138 -1.64672 -0.610
F -0.52046 0.67601 -0.44059 -0.022
F -0.48391 -1.52679 0.76630 -0.249
Cl 0.53662 5.05263 -0.33109 -0.151
C 1.11512 3.88027 0.84110 -0.007
C 0.44497 4.11094 2.15873 -0.140
Cl 0.99866 5.74212 2.79204 -0.193
H 2.18561 3.97974 1.01922 0.338
H 0.90643 2.90729 0.39642 -0.215
H 0.70771 3.38124 2.92460 0.349
H -0.64039 4.05143 2.08452 -0.032
Cl -2.98710 5.50672 1.27672 -0.145
C -3.83548 4.00998 0.99109 -0.561
C -2.98744 2.93774 0.30305 -0.127
Cl -4.10483 1.51910 0.11773 -0.200
H -4.69224 4.25496 0.36502 0.365
H -4.18973 3.64733 1.95495 0.325
H -2.18010 2.57155 0.93515 0.046
H -2.58857 3.29336 -0.64547 0.355
```

As for the gap between HOMO and LUMO: 4.78 eV. As for the net charge: +1.

C4H8BO12Zr as an isolated structure. Source: OMol25; level of theory: the ωB97M-V functional and the def2-TZVPD basis.

Structure (XYZ):
```
26
Properties=species:S:1:pos:R:3:mulliken_charge:R:1
Zr 0.18033 0.25023 -0.27469 1.240
B -0.59732 1.27484 -2.09228 0.075
H -1.04690 1.65518 -1.18815 -0.013
H -0.77033 0.21037 -2.05724 0.223
H -0.95416 1.76052 -2.98727 -0.137
H 0.46909 1.38590 -1.97108 0.172
O 3.90026 -0.89068 -1.76676 -0.473
C 2.73338 -0.35928 -1.48610 0.952
O 1.66883 -0.77741 -1.87087 -0.631
O 2.41852 0.48931 -0.63848 -0.717
H 3.83502 -1.58710 -2.42430 0.349
O 1.03824 2.87400 2.82687 -0.466
C 0.86901 2.06285 1.74563 0.947
O 0.49906 2.36770 0.59560 -0.593
O 0.81546 0.84516 1.85623 -0.576
H 1.36794 2.26582 3.49246 0.340
O -0.33824 -3.78595 0.45843 -0.450
C -0.11974 -2.55138 0.12910 1.011
O 0.63679 -1.76860 0.66948 -0.691
O -0.74465 -1.83464 -0.74016 -0.673
H 0.23094 -3.98443 1.20559 0.348
O -4.03087 0.60235 1.04767 -0.359
C -2.86823 -0.04065 1.17533 0.580
O -2.84497 -1.05939 1.86553 -0.215
O -1.83005 0.34607 0.63336 -0.579
H -4.51744 0.24922 1.79611 0.337
```

As for the gap between HOMO and LUMO (spin up / spin down): 9.07 / 3.84 eV. The value obtained for the energy relative to the best compared isomer or geometry (same formula, charge and spin) is 0.00 kcal/mol. The spin multiplicity is 2. Its expectation value of S² is 0.756.